Entry from OMol25: one molecule with the formula C5H10N2 (wB97M-V/def2-TZVPD).

Last column: Mulliken charge in e.
Atoms and positions in Å:
C: -1.6375 1.0130 -0.0377  -0.7841
C: -0.3315 0.3424 0.5154  -0.0338
C: 0.6202 -0.5556 -0.3323  -0.0329
C: -0.2604 -1.0857 0.7095  -0.6084
C: 2.1063 -0.2242 -0.1058  -1.1570
N: -2.7371 -0.0081 0.1928  0.2860
N: -3.1384 -0.6844 -0.6872  -0.7485
H: -1.7758 1.8178 0.6346  0.4111
H: -1.6075 1.2542 -1.0990  0.3415
H: 0.2046 1.1403 1.1563  0.2092
H: 0.3567 -0.5555 -1.3582  0.4671
H: 0.1306 -1.3672 1.6617  0.2555
H: 2.6346 -1.1248 -0.0675  0.3249
H: 2.1589 0.3118 0.9332  0.2545
H: 2.4171 0.3976 -0.9578  0.2999
H: -3.0666 -0.1444 1.1809  0.2622
H: -1.0067 -1.7627 0.3219  0.2527

As for the molar mass: 98.1 g/mol. Its HOMO energy is -7.7 eV.